No. 1
Formula: C44H58F5N4SSi2Zr
Source: the Open Molecules 2025 dataset
Level of theory: ωB97M-V/def2-TZVPD

```
115
Properties=species:S:1:pos:R:3:lowdin_charge:R:1
Zr -0.425 0.106 1.410 1.42
S 1.214 -0.562 3.449 0.66
Si 1.913 0.991 -2.970 0.48
Si -3.314 -0.600 0.796 0.33
F -2.277 0.372 7.117 0.11
F -1.248 0.828 4.722 0.04
F 1.070 -2.798 8.025 0.11
F 2.114 -2.405 5.611 0.08
F -1.145 -1.437 8.815 0.11
N 0.490 0.900 -1.912 -0.05
N 0.309 1.702 0.437 -0.16
N 0.616 -1.606 -0.974 -0.01
N -1.894 -0.222 -0.097 -0.20
C -1.281 3.522 -1.200 -0.36
C 2.401 2.668 2.212 -0.39
C 2.132 -3.697 2.130 -0.07
C -1.055 -2.684 -4.093 -0.06
C 0.534 -3.531 -2.335 -0.14
C -1.403 4.078 -2.617 -0.06
C 1.445 5.753 0.207 -0.08
C -4.422 -2.050 0.484 -0.17
C -0.849 0.610 -2.275 -0.20
C 0.768 -5.267 -0.197 -0.09
C 1.656 0.833 -4.807 -0.17
C 0.683 -5.797 -1.470 -0.12
C 0.376 -2.632 -3.550 -0.39
C 2.081 4.889 1.083 -0.05
C -2.424 0.821 -4.174 -0.11
C 1.703 3.550 1.185 -0.14
C 2.680 2.676 -2.711 -0.15
C -1.193 -0.317 6.733 -0.15
C -3.157 -0.091 -2.121 -0.07
C -0.641 -0.110 5.483 -0.24
C 0.998 0.815 -0.549 -0.38
C -2.543 -0.950 2.516 -0.21
C -4.373 0.886 1.110 -0.16
C 1.793 2.906 3.599 -0.08
C 0.755 -3.466 1.510 -0.42
C -3.437 0.242 -3.432 -0.11
C 3.173 -0.299 -2.506 -0.15
C 3.918 2.860 2.247 -0.07
C 0.734 -3.896 0.059 -0.14
C 0.388 5.278 -0.552 -0.04
C -0.324 -4.143 2.357 -0.07
C 0.649 3.079 0.393 -0.19
C -1.916 0.078 -1.482 -0.25
C 1.020 -1.703 5.932 -0.24
C 0.549 -4.897 -2.527 -0.08
C 1.383 -2.974 -4.652 -0.08
C 1.048 -0.707 -0.021 -0.36
C -1.190 1.004 -3.580 -0.08
C 0.495 -1.919 7.192 -0.15
C 0.469 -0.801 5.024 -0.50
C -0.622 -1.231 7.599 -0.15
C -2.512 3.874 -0.361 -0.05
C 0.651 -2.952 -1.016 -0.19
C -0.029 3.952 -0.463 -0.14
H 4.356 2.787 1.248 0.08
H 2.008 -0.897 0.476 0.10
H 1.166 -3.949 -5.099 0.06
H 2.425 3.116 -1.741 0.02
H 2.659 0.713 -5.233 0.04
H -4.938 1.194 0.224 0.04
H -5.252 -1.809 -0.185 0.03
H 2.896 5.252 1.698 0.10
H 2.222 1.628 1.946 0.07
H -0.461 3.981 -3.166 0.08
H -1.867 -1.814 2.552 0.02
H 1.058 -0.037 -5.092 0.02
H 0.854 -5.949 0.645 0.10
H -2.595 4.958 -0.225 0.08
H 3.773 2.614 -2.778 0.03
H 1.205 1.724 -5.251 0.03
H -4.423 0.067 -3.844 0.10
H -2.018 -0.014 2.801 -0.04
H -4.836 -2.369 1.444 0.03
H -0.346 -3.708 3.364 0.07
H 3.825 0.036 -1.691 0.04
H -3.967 -0.521 -1.538 0.07
H 4.199 3.826 2.672 0.07
H -1.256 2.436 -1.281 0.09
H 1.977 3.942 3.906 0.08
H -1.312 -4.034 1.901 0.07
H -2.171 3.522 -3.161 0.07
H 2.231 2.234 4.343 0.07
H 0.458 -5.283 -3.539 0.10
H 2.886 -3.074 1.644 0.08
H 2.418 -4.743 1.984 0.08
H 4.367 2.084 2.872 0.08
H -3.296 -1.076 3.289 0.07
H -1.693 5.134 -2.624 0.07
H 2.669 -1.217 -2.183 0.03
H 0.549 -2.403 1.542 0.02
H -2.446 3.412 0.624 0.06
H 0.707 -6.867 -1.639 0.08
H 0.558 -1.613 -3.207 0.08
H -1.307 -3.705 -4.398 0.07
H 1.763 6.786 0.124 0.10
H -5.085 0.697 1.921 0.04
H -0.140 5.949 -1.220 0.11
H -1.177 -2.024 -4.960 0.07
H -3.872 -2.891 0.048 0.04
H -1.770 -2.366 -3.330 0.07
H -2.581 1.140 -5.197 0.10
H 2.147 -3.474 3.197 0.05
H -3.738 1.723 1.399 0.01
H 1.347 -2.237 -5.460 0.06
H -0.435 1.522 -4.153 0.07
H 2.026 1.181 -0.570 0.11
H 0.714 2.752 3.601 0.06
H -0.136 -5.214 2.469 0.07
H 2.404 -3.004 -4.261 0.08
H 2.337 3.371 -3.486 0.03
H -3.423 3.509 -0.845 0.08
H 3.804 -0.526 -3.373 0.03
```

Properties
HOMO-LUMO gap, hartree: 0.17777
Charge: -1
HOMO, eV: -2.7

No. 2
Formula: C44H59As3N3OS2SnTe
Source: the Open Molecules 2025 dataset
Level of theory: ωB97M-V/def2-TZVPD

```
114
Properties=species:S:1:pos:R:3:lowdin_charge:R:1
Te 4.332 2.031 1.083 1.28
Sn -1.153 -0.376 -0.548 1.08
As -2.841 2.675 -1.239 1.02
As 1.554 5.832 -0.078 1.16
As -1.747 2.028 2.213 1.09
S -6.272 0.547 -3.916 1.04
S 2.937 -5.474 0.308 1.06
O 3.011 0.057 -0.582 -0.08
N -2.545 -1.314 -2.215 -0.01
N -0.126 -2.216 -1.328 -0.06
N 2.952 1.148 -0.385 -0.30
C -4.119 4.077 -1.766 -0.33
C -4.626 -1.704 -3.428 -0.15
C -8.303 -0.966 -4.056 -0.16
C -2.642 -1.577 0.628 -0.35
C -2.630 4.950 0.933 -0.11
C 7.194 -3.531 2.559 -0.05
C -2.346 -4.567 -3.958 -0.02
C -2.334 -1.808 2.079 -0.54
C 2.935 -4.132 -0.767 -0.53
C 6.553 -2.280 2.112 -0.26
C -0.877 -3.040 -2.183 -0.11
C -7.933 0.378 -4.151 -0.39
C 4.207 -3.695 -0.963 -0.07
C -2.137 2.434 -2.988 -0.41
C 4.513 -1.002 2.085 -0.29
C 1.679 -3.758 -1.357 -0.23
C -0.303 5.771 0.561 -0.42
C 6.554 0.029 1.273 -0.37
C 3.146 -0.857 2.651 -0.09
C -0.333 -4.246 -2.669 -0.09
C -0.946 -2.288 2.299 -0.12
C 2.046 4.014 -0.823 -0.37
C -3.733 -0.893 -2.625 -0.05
C -3.415 -2.840 2.606 -0.06
C -1.179 4.559 0.682 -0.72
C 5.154 -2.193 2.320 -0.03
C 7.402 1.102 0.775 -0.13
C -2.999 2.819 3.491 -0.31
C -0.665 3.646 1.788 -0.35
C 7.149 -1.213 1.459 -0.01
C -1.142 3.810 -0.674 -0.31
C -1.100 -4.985 -3.660 0.01
C 4.620 -5.430 0.535 -0.43
C -2.124 -2.524 -2.696 -0.13
C 1.010 -4.592 -2.224 0.09
C 1.064 -2.568 -0.961 -0.09
C 2.594 5.426 1.644 -0.34
C -4.179 -2.884 -3.900 0.04
C -7.191 -1.756 -3.891 -0.17
C -0.544 1.402 3.666 -0.33
C -5.996 -1.131 -3.670 -0.47
C 5.202 0.186 1.615 -0.45
C -2.938 -3.376 -3.511 -0.13
C 5.169 -4.426 -0.134 -0.18
H 1.658 4.084 -1.845 0.01
H -1.182 0.749 4.158 -0.04
H 2.167 4.514 2.071 -0.02
H -3.555 -2.870 3.691 0.07
H -9.341 -1.369 -4.026 0.13
H 2.434 6.297 2.246 -0.01
H -1.925 3.508 -3.380 0.06
H 7.999 -3.946 1.976 0.08
H 1.476 3.182 -0.358 -0.02
H 2.519 -0.044 2.317 0.02
H 8.170 -1.249 1.146 0.11
H -2.717 -2.524 0.151 0.04
H -0.235 -1.657 1.803 0.02
H -1.014 4.477 -1.508 0.06
H -4.115 0.073 -2.271 0.08
H -2.944 5.753 0.217 0.10
H 3.705 5.363 1.419 0.02
H -2.991 -5.180 -4.624 0.14
H 4.625 -2.724 3.094 0.13
H -3.050 2.122 -3.585 0.02
H -0.331 3.096 -0.731 0.01
H 3.138 -0.720 3.678 0.07
H -4.715 -3.478 -4.649 0.15
H -0.902 -3.315 1.904 0.09
H -4.808 4.285 -0.947 0.02
H 0.277 3.153 1.431 0.06
H -3.512 5.012 -1.979 0.05
H -8.456 1.308 -4.348 0.07
H 4.434 -3.011 -1.793 0.13
H 8.528 0.907 0.772 0.11
H -2.462 -0.778 2.557 0.10
H 7.175 1.411 -0.256 0.08
H -4.375 -2.586 2.099 0.08
H 5.065 -6.156 1.202 0.08
H -0.371 6.320 1.497 0.07
H -7.147 -2.856 -3.841 0.13
H -4.667 3.918 -2.671 0.01
H 7.599 -3.343 3.531 0.08
H -2.801 2.606 4.493 0.00
H -0.744 6.498 -0.262 0.09
H -2.819 5.422 1.903 0.08
H 0.288 0.767 3.230 0.02
H 6.430 -4.383 2.517 0.09
H 3.084 3.918 -0.670 -0.06
H 1.409 -5.541 -2.650 0.15
H -3.253 4.034 0.900 0.03
H -1.207 1.912 -3.214 0.02
H 1.589 -1.999 -0.140 0.13
H -0.637 -5.855 -4.063 0.11
H -4.060 2.532 3.304 0.04
H 7.192 1.951 1.466 0.06
H 2.597 -1.794 2.496 0.08
H -0.719 -2.365 3.393 0.11
H -0.562 4.345 2.634 0.10
H -2.877 3.889 3.297 0.00
H 6.220 -4.173 -0.039 0.11
H -3.564 -1.034 0.486 0.05
H -0.102 2.123 4.471 0.08
H -3.179 -3.857 2.285 0.07
```

Properties
HOMO-LUMO gap, hartree: 0.22842
Charge: +1
HOMO, eV: -9.7

No. 3
Formula: C44H59BrO2P2RuSi
Source: the Open Molecules 2025 dataset
Level of theory: ωB97M-V/def2-TZVPD

```
110
Properties=species:S:1:pos:R:3:lowdin_charge:R:1
Ru 0.001 0.362 0.722 0.88
Br 0.579 -1.686 -7.556 0.80
P 0.445 -2.045 0.577 1.04
P -1.009 2.421 1.360 1.02
Si -1.939 -0.484 1.860 0.58
O 1.727 -0.725 -2.441 0.05
O -0.128 0.223 -1.368 -0.20
C 2.812 -3.924 2.685 -0.19
C 0.472 -4.854 1.142 -0.16
C 1.364 4.977 2.304 -0.18
C -2.337 -0.222 -5.022 -0.05
C 0.990 2.204 3.284 -0.23
C 0.325 -0.172 -2.490 -0.32
C -3.707 -2.409 -1.359 -0.04
C -3.595 3.275 2.063 -0.07
C 4.397 -2.557 -1.713 -0.16
C -1.674 -0.052 -3.824 -0.02
C 3.174 -2.719 -2.623 -0.10
C -4.480 0.673 2.505 -0.07
C 1.438 -3.305 2.953 -0.19
C -0.238 3.057 2.934 -0.39
C -2.671 -3.142 -1.920 -0.03
C -0.781 4.009 -3.024 -0.19
C -0.328 -1.023 -6.050 -0.69
C -3.474 -1.619 -0.242 -0.06
C -1.802 -1.287 3.505 -0.16
C 1.844 -5.522 1.007 -0.19
C -2.106 4.095 -2.279 -0.18
C 0.373 -0.858 -4.876 -0.07
C 0.094 4.554 3.038 -0.18
C 1.893 -2.178 -2.000 -0.19
C 1.958 -2.242 -0.484 -0.35
C 0.374 3.499 -0.843 -0.22
C 2.541 4.044 2.596 -0.18
C -2.201 -1.550 0.337 -0.29
C 4.287 -1.250 -0.936 -0.16
C -2.744 2.194 1.828 -0.39
C 0.451 -3.445 1.778 -0.41
C -4.890 3.046 2.498 -0.04
C -0.297 -0.365 -3.733 -0.17
C 2.679 -5.386 2.275 -0.18
C -1.678 -0.711 -6.149 -0.10
C 2.182 2.567 2.407 -0.22
C 3.079 -1.295 0.022 -0.19
C -2.117 3.197 -1.043 -0.20
C -3.175 0.885 2.039 -0.30
C -0.971 3.570 -0.081 -0.40
C -5.334 1.744 2.717 -0.04
C -1.148 -2.282 -0.267 -0.38
C -1.395 -3.082 -1.374 -0.08
C 0.367 4.381 -2.094 -0.18
H 0.217 4.763 4.106 0.13
H 5.307 -2.585 -2.310 0.13
H 2.999 -3.768 -2.869 0.14
H 2.409 -5.128 0.154 0.09
H 0.535 2.465 -1.159 0.08
H 3.328 -2.201 -3.573 0.13
H 5.192 -1.042 -0.368 0.13
H 3.401 4.316 1.983 0.12
H 3.426 -3.829 3.580 0.12
H -3.254 4.293 1.910 0.12
H -1.069 -2.083 3.587 0.01
H 1.935 2.384 1.345 0.07
H -0.611 -3.675 -1.825 0.10
H -4.839 -0.332 2.706 0.11
H -3.391 0.022 -5.089 0.12
H 3.404 -1.642 1.001 0.10
H -0.054 -4.853 0.185 0.10
H 1.681 -6.576 0.779 0.12
H -2.274 5.131 -1.965 0.12
H -1.122 4.580 0.315 0.13
H 1.209 3.777 -0.206 0.08
H -0.634 2.987 -3.395 0.11
H 0.276 5.432 -1.798 0.13
H 1.326 4.283 -2.604 0.12
H 2.205 -5.945 3.088 0.13
H 2.270 -3.265 -0.269 0.09
H 1.429 -1.088 -4.850 0.10
H 1.622 5.995 2.598 0.12
H 3.664 -5.829 2.124 0.12
H -2.854 -3.764 -2.788 0.12
H 3.039 1.933 2.642 0.12
H -0.557 -3.310 2.165 0.08
H -4.293 -1.046 0.181 0.10
H 2.257 -0.141 -1.868 0.15
H 1.251 2.374 4.333 0.13
H 0.999 -3.833 3.804 0.13
H -0.134 -5.483 1.802 0.13
H 0.744 1.138 3.208 0.07
H -3.083 3.264 -0.545 0.10
H -2.787 -1.695 3.761 0.06
H -0.756 5.159 2.712 0.11
H -0.790 4.664 -3.896 0.12
H -4.699 -2.457 -1.791 0.12
H -1.563 -0.520 4.247 0.05
H 2.849 4.174 3.638 0.12
H 4.200 -0.424 -1.653 0.12
H -1.034 2.846 3.650 0.12
H 1.175 5.021 1.233 0.08
H -2.941 3.825 -2.927 0.12
H -2.192 0.314 -2.947 0.11
H -6.344 1.570 3.063 0.12
H 1.019 -2.645 -2.433 0.13
H 3.340 -3.383 1.893 0.09
H 1.529 -2.257 3.255 0.10
H 2.687 -0.288 0.205 0.08
H -2.200 -0.843 -7.086 0.11
H -5.554 3.882 2.676 0.12
H -1.984 2.152 -1.351 0.10
H 4.465 -3.393 -1.010 0.12
```

Properties
Spin multiplicity: 5
HOMO-LUMO gap (spin up / spin down), hartree: 0.22104 / 0.23106
Charge: +2
HOMO (spin up / spin down), eV: -11.5 / -13.2

No. 4
Formula: C44H59MgNO4P2Si
Source: the Open Molecules 2025 dataset
Level of theory: ωB97M-V/def2-TZVPD

```
112
Properties=species:S:1:pos:R:3:lowdin_charge:R:1
P 0.432 0.347 -2.455 1.07
P 0.384 0.233 2.410 1.07
Si 2.315 1.666 -0.049 0.60
Mg -0.221 1.684 0.009 0.50
O -7.772 3.968 -0.110 0.07
O -1.789 0.240 -0.070 -0.11
O -1.649 3.003 0.045 -0.12
O -7.759 1.817 -0.211 0.06
N -7.200 2.894 -0.123 -0.36
C 1.733 2.349 3.593 -0.24
C -0.658 -1.138 3.043 -0.45
C 2.900 1.490 -1.877 -0.30
C -0.287 -0.424 -5.218 -0.19
C 2.595 2.429 5.957 -0.21
C -0.611 0.453 -3.974 -0.42
C 0.136 -3.677 -1.340 -0.19
C 1.724 1.224 6.300 -0.20
C -2.927 2.951 0.008 -0.34
C -2.013 -0.598 3.517 -0.20
C -2.224 -2.914 2.079 -0.19
C 3.886 -0.683 0.443 -0.10
C 1.474 0.349 5.071 -0.20
C -5.053 4.131 -0.008 0.01
C 1.954 -0.574 1.874 -0.35
C 2.721 -0.005 0.835 -0.30
C -2.103 0.357 -3.604 -0.23
C -1.390 -1.432 -5.533 -0.20
C -3.004 0.442 -0.100 -0.19
C 1.231 -4.329 -2.177 -0.20
C 2.376 -1.765 2.478 -0.11
C 3.687 1.732 -4.581 -0.08
C 0.912 -1.401 -2.080 -0.41
C 1.991 3.233 4.809 -0.19
C 4.166 1.965 -2.243 -0.11
C -3.688 4.154 0.034 0.02
C 2.037 1.092 -2.926 -0.38
C -0.865 -2.214 1.958 -0.21
C 2.422 -3.390 -2.333 -0.19
C -2.614 -3.075 3.543 -0.20
C 3.526 -2.414 2.066 -0.08
C -0.296 -2.336 -1.936 -0.20
C 4.286 -1.868 1.037 -0.09
C 3.604 2.852 0.673 -0.23
C -5.057 1.721 -0.111 0.05
C -3.655 1.722 -0.065 -0.11
C -2.958 0.461 -4.864 -0.19
C -2.728 -0.737 -5.805 -0.19
C -5.733 2.905 -0.080 -0.15
C 4.565 2.079 -3.567 -0.08
C 0.835 1.160 3.942 -0.44
C 1.998 -2.053 -2.939 -0.19
C -2.827 -1.702 4.206 -0.18
C 2.433 1.236 -4.255 -0.09
H -2.349 1.162 -2.907 0.10
H -5.605 0.789 -0.168 0.13
H 2.184 0.632 7.094 0.11
H 0.829 -4.571 -3.169 0.11
H -3.670 -0.434 -0.156 0.14
H 3.198 -3.851 -2.949 0.11
H 3.828 -3.338 2.543 0.10
H 5.186 -2.369 0.700 0.10
H -0.068 -2.954 2.034 0.10
H -1.100 -2.037 -6.394 0.11
H -4.014 0.544 -4.603 0.11
H 1.545 -5.274 -1.728 0.11
H 3.975 1.838 -5.619 0.10
H 1.341 -1.288 -1.073 0.09
H 5.553 2.456 -3.805 0.10
H -2.758 -0.400 -6.843 0.11
H -3.144 5.087 0.089 0.12
H 2.430 -0.051 4.716 0.12
H 3.335 3.156 1.684 -0.01
H -0.120 1.563 4.307 0.11
H 4.858 2.278 -1.471 0.08
H -1.498 -2.131 -4.702 0.09
H -2.697 1.394 -5.373 0.11
H 3.675 3.760 0.069 0.03
H -1.814 -3.618 4.057 0.11
H 2.867 -3.203 -1.348 0.11
H 1.618 -2.233 -3.949 0.10
H 0.856 -0.508 5.349 0.10
H -0.169 -1.591 3.910 0.10
H 2.735 3.061 6.836 0.11
H -5.627 5.046 0.014 0.12
H -2.182 -3.885 1.581 0.11
H 2.858 -1.387 -3.035 0.11
H 3.590 2.078 5.660 0.12
H -2.316 -0.581 -3.081 0.10
H 4.595 2.391 0.718 0.03
H -2.557 -0.209 2.652 0.10
H 2.649 4.061 4.534 0.11
H -3.511 -3.687 3.645 0.11
H -0.772 -1.763 0.970 0.07
H -0.725 -4.343 -1.239 0.11
H -0.447 1.502 -4.249 0.11
H -3.887 -1.436 4.181 0.11
H 1.767 0.955 -5.058 0.08
H -0.175 0.232 -6.088 0.12
H 0.760 1.575 6.689 0.12
H 1.795 -2.199 3.283 0.10
H 1.045 3.680 5.136 0.12
H -0.731 -2.516 -2.924 0.09
H -1.076 -1.869 -1.330 0.09
H -2.550 -1.755 5.261 0.11
H 0.524 -3.501 -0.332 0.10
H 0.668 -0.931 -5.109 0.08
H -1.890 0.247 4.199 0.10
H -2.996 -2.339 1.554 0.10
H 2.688 1.955 3.229 0.10
H 1.304 2.933 2.774 0.10
H 4.486 -0.273 -0.363 0.10
H -3.540 -1.460 -5.697 0.11
```

Properties
HOMO-LUMO gap, hartree: 0.24700
HOMO, eV: -7.0

In order of appearance, energy above the lowest of the compared OMol25 structures with the same formula, charge and spin = 0.0, 23.7, 62.0, 0.0 kcal/mol.
In order of appearance, largest force on an atom = 0.0356, 0.1205, 0.0094, 0.0135 Eh/bohr.